Model A:
# C3H14O5

A cluster of 5 separate species, C3H14O5 in total (ωB97M-V/def2-TZVPD, OMol25).

XYZ file:
```
22
C3H14O5 | OMol25 | ωB97M-V/def2-TZVPD
C -0.007 -2.928 0.246
C -0.097 -3.200 -1.137
C -0.004 -2.186 -2.183
O 0.096 -2.877 -3.509
H -0.056 -3.761 1.017
H 0.142 -2.040 0.654
H -0.274 -4.242 -1.425
H -0.929 -1.622 -2.487
H 0.875 -1.483 -2.045
H 0.955 -2.574 -3.793
O 0.757 -0.458 3.299
H 1.694 -0.622 3.070
H 1.127 -0.403 4.231
O -1.274 4.158 0.190
H -2.180 3.888 0.687
H -0.712 4.251 0.957
O 1.288 4.068 1.332
H 1.177 3.620 0.375
H 2.094 3.839 1.640
O -1.880 1.609 -0.543
H -1.610 0.739 -0.499
H -1.182 2.222 -0.076
```

Values from the calculation:
**SMILES**: C=CCO.O.O.O.O
**LUMO**: 0.150 eV

Mulliken population analysis, charges in e, atoms 1 to 8: -0.909, 0.071, -0.269, -0.522, 0.187, 0.358, 0.304, 0.175

***

Model B:
# C3H14O5

A cluster of 5 separate species, C3H14O5 in total (ωB97M-V/def2-TZVPD, OMol25).

XYZ file:
```
22
C3H14O5 | OMol25 | ωB97M-V/def2-TZVPD
C 0.062 -1.757 -2.490
C 0.419 -1.395 -1.044
C 0.649 -2.565 -0.121
O 1.709 -3.111 0.034
H 0.874 -1.610 -3.212
H -0.743 -1.139 -2.878
H -0.091 -2.834 -2.598
H 1.273 -0.727 -0.918
H -0.478 -0.881 -0.683
H -0.252 -3.011 0.345
O -2.459 1.819 -0.327
H -2.554 2.623 0.198
H -2.653 1.090 0.271
O 2.220 0.921 1.849
H 1.597 1.603 2.115
H 2.471 0.358 2.585
O 0.637 2.949 0.647
H 1.386 3.245 0.121
H -0.010 2.601 0.016
O -1.698 0.414 2.027
H -1.183 0.724 1.273
H -1.179 0.683 2.791
```

Values from the calculation:
**SMILES**: CCC=O.O.O.O.O
**LUMO**: 0.300 eV

Mulliken population analysis, charges in e, atoms 1 to 8: -1.121, 0.283, -0.097, -0.465, 0.286, 0.331, 0.314, 0.304

***

Winner for stability: model B

***

Model A:
# C2H6IN2O

The ion C2H6IN2O with charge +1 (ωB97M-V/def2-TZVPD, OMol25).

XYZ file:
```
12
C2H6IN2O | OMol25 | ωB97M-V/def2-TZVPD
C 0.196 -0.529 -1.330
O -0.467 0.526 -0.604
C -0.465 0.775 0.669
N 0.026 -0.133 1.514
N -1.316 1.998 1.105
I -1.259 2.653 3.001
H 1.150 -0.569 -1.051
H 0.028 -0.218 -2.279
H -0.355 -1.358 -1.235
H 0.233 0.183 2.440
H 0.601 -0.902 1.195
H -1.337 2.566 0.268
```

Values from the calculation:
**SMILES**: COC(=[NH2+])NI
**LUMO**: -4.440 eV
**Total charge**: +1

Mulliken population analysis, charges in e, atoms 1 to 8: -0.964, -0.312, 0.806, -0.348, -0.489, 0.304, 0.469, 0.316

***

Model B:
# C2H6IN2O

A cluster of 2 separate species, C2H6IN2O in total (ωB97M-V/def2-TZVPD, OMol25).

XYZ file:
```
12
C2H6IN2O | OMol25 | ωB97M-V/def2-TZVPD
C 0.277 -0.066 0.149
C 1.423 0.434 -0.499
N -0.390 0.573 1.071
N -0.185 -1.270 -0.316
O -1.209 -1.863 0.025
I -4.074 0.564 -0.072
H 2.202 -0.366 -0.220
H 1.297 0.398 -1.599
H 1.701 1.421 -0.186
H -0.142 1.616 1.210
H -1.367 0.261 1.304
H 0.467 -1.702 -0.867
```

Values from the calculation:
**LUMO (spin up / spin down)**: -6.474 / -6.547 eV
**Total charge**: +1

Mulliken population analysis, charges in e, atoms 1 to 8: 0.815, -1.186, -0.316, 0.178, -0.363, 0.056, 0.340, 0.347

***

Winner for stability: model A

***

Model A:
# C8H13N3O

A structure of composition C8H13N3O (ωB97M-V/def2-TZVPD, OMol25).

XYZ file:
```
25
C8H13N3O | OMol25 | ωB97M-V/def2-TZVPD
C -2.109 -0.555 -3.401
C -2.038 -0.194 -1.391
C 0.118 -1.247 -0.921
C 1.068 -1.524 1.549
C 0.029 1.459 2.059
C 1.895 1.391 0.209
C 0.188 -0.634 0.624
C 0.477 0.969 0.666
N -2.808 -0.021 -2.440
N -0.954 -1.066 -2.993
N -0.911 -0.801 -1.701
O 0.968 -1.952 -1.341
H -2.413 -0.621 -4.466
H -2.247 0.029 -0.352
H 1.982 -1.748 1.157
H 1.213 -0.919 2.445
H 0.512 -2.382 2.033
H -1.046 1.724 1.952
H 0.136 0.655 2.717
H 0.424 2.287 2.531
H 1.969 1.211 -0.810
H 1.915 2.409 0.316
H 2.773 0.983 0.728
H -0.962 -0.829 0.910
H -0.178 1.377 -0.082
```

Values from the calculation:
**LUMO**: 0.426 eV

Mulliken population analysis, charges in e, atoms 1 to 8: -0.089, 0.119, 0.189, -1.469, -1.314, -1.838, 0.185, 0.690

***

Model B:
# C8H13N3O

An isolated molecule of C8H13N3O (ωB97M-V/def2-TZVPD, OMol25).

XYZ file:
```
25
C8H13N3O | OMol25 | ωB97M-V/def2-TZVPD
H -1.434 -2.317 -1.958
N -0.633 -1.753 -2.290
N -1.068 -0.619 -2.631
C -0.064 0.405 -2.609
C -0.495 1.257 -1.383
C 0.603 1.381 -0.281
C 0.062 0.939 1.017
C -0.113 1.837 2.173
C 0.224 -0.374 1.265
N 0.581 -1.353 0.313
C 0.505 -2.609 1.007
C 0.157 -2.327 2.225
O -0.011 -0.996 2.458
H -0.044 1.074 -3.458
H 0.989 0.188 -2.401
H -1.574 0.943 -1.254
H -0.754 2.369 -1.764
H 1.543 0.845 -0.545
H 0.939 2.424 -0.296
H -0.768 1.402 2.964
H -0.594 2.752 1.741
H 0.790 2.035 2.729
H 0.158 -1.154 -0.630
H 0.977 -3.460 0.508
H 0.023 -2.888 3.100
```

Values from the calculation:
**SMILES**: [H]/N=N/CCC/C(C)=C1\NC=CO1
**LUMO**: 0.463 eV

Mulliken population analysis, charges in e, atoms 1 to 8: 0.248, -0.619, -0.159, -0.354, -0.682, -1.003, 0.540, -1.490

***

Winner for stability: model A

***

Model A:
# CH3N3S

A cluster of 2 separate species, CH3N3S in total (ωB97M-V/def2-TZVPD, OMol25).

XYZ file:
```
8
CH3N3S | OMol25 | ωB97M-V/def2-TZVPD
C -0.305 0.137 -2.027
N 1.289 -0.822 0.869
N 0.639 -0.352 1.652
N -0.179 0.180 2.323
S -1.787 0.698 -2.280
H 0.575 0.741 -2.207
H -0.138 -0.863 -1.649
H -0.094 0.280 3.318
```

Values from the calculation:
**LUMO**: -0.254 eV

Okay, here come the Mulliken numbers, in e, for every atom: -0.348, -0.432, 0.897, -0.717, -0.185, 0.264, 0.260, 0.263

***

Model B:
# CH3N3S

An isolated molecule of CH3N3S (ωB97M-V/def2-TZVPD, OMol25).

XYZ file:
```
8
CH3N3S | OMol25 | ωB97M-V/def2-TZVPD
C 0.222 -0.650 -0.090
N 0.852 -1.726 0.392
N 2.865 -0.833 -0.277
N 0.837 0.636 0.341
S 2.551 0.556 0.063
H 0.119 -0.544 -1.224
H -0.798 -0.499 0.319
H 0.405 0.836 1.230
```

Values from the calculation:
**LUMO (spin up / spin down)**: -0.871 / -0.803 eV

Okay, here come the Mulliken numbers, in e, for every atom: -0.256, -0.362, -0.280, -0.401, 0.330, 0.294, 0.394, 0.283

***

Winner for stability: model A

***

Model A:
# C11H14N2

A cluster of 2 separate species, C11H14N2 in total (ωB97M-V/def2-TZVPD, OMol25).

XYZ file:
```
27
C11H14N2 | OMol25 | ωB97M-V/def2-TZVPD
C 4.162 0.911 -0.666
C 2.988 0.361 -1.432
C 1.775 0.834 -1.736
N 1.222 0.045 -2.704
C 2.199 -0.995 -2.854
N 3.233 -0.872 -2.078
H 4.312 0.309 0.242
H 4.051 1.935 -0.315
H 5.022 0.903 -1.346
H 1.294 1.753 -1.383
H 0.280 0.009 -3.046
H 2.010 -1.821 -3.527
C -0.161 0.697 1.703
C -1.479 0.074 1.306
C -1.798 -1.167 1.940
C -3.052 -1.677 1.974
C -4.097 -0.975 1.290
C -3.756 0.090 0.486
C -2.476 0.694 0.631
H -0.491 1.689 1.982
H 0.592 0.598 0.929
H 0.204 0.292 2.637
H -1.009 -1.792 2.363
H -3.144 -2.626 2.483
H -5.060 -1.459 1.165
H -4.423 0.494 -0.252
H -2.398 1.696 0.208
```

Values from the calculation:
**SMILES**: Cc1c[nH]cn1.Cc1ccccc1
**LUMO**: 0.761 eV

Mulliken population analysis, charges in e, atoms 1 to 8: -1.110, 0.844, -0.787, -0.110, -0.225, -0.550, 0.245, 0.316

***

Model B:
# C11H14N2

An isolated molecule of C11H14N2 (ωB97M-V/def2-TZVPD, OMol25).

XYZ file:
```
27
C11H14N2 | OMol25 | ωB97M-V/def2-TZVPD
C -1.568 1.738 -0.811
C 0.997 -0.853 1.149
C -2.037 1.296 0.580
C 2.141 -1.207 -1.149
C 1.041 -0.405 -1.996
C 1.424 -1.771 0.146
C 0.071 0.232 1.394
C -1.205 0.042 0.901
C 0.574 0.789 -1.264
C 0.697 1.487 1.885
C -1.802 -1.153 0.348
N -0.531 1.309 -1.336
N 2.139 -1.349 1.408
H -2.104 2.721 -1.178
H -1.876 2.161 1.258
H -3.066 1.043 0.566
H 2.417 -2.117 -1.813
H 2.998 -0.670 -0.996
H 1.496 -0.118 -3.013
H 0.263 -1.107 -2.145
H 0.985 -2.683 -0.030
H 0.175 2.200 1.449
H 1.806 1.445 1.478
H 0.586 1.341 2.893
H -1.554 -1.220 -0.807
H -2.810 -1.205 0.426
H -1.259 -1.944 0.658
```

Values from the calculation:
**LUMO**: 0.520 eV

Mulliken population analysis, charges in e, atoms 1 to 8: -0.239, 0.035, -0.837, -0.938, -0.398, -0.066, 0.736, 1.079

***

Winner for stability: model A